# 1
{"formula": "C2H4OS3", "method": "ωB97M-V/def2-TZVPD", "gap_ev": 8.83, "lumo_energy_ev": -0.541, "relative_energy_ev": 5.189, "homo_energy_ha": -0.3445, "total_energy_ha": -1348.21769, "species": ["H", "H", "H", "H", "C", "S", "C", "O", "S", "S"], "coordinates": [[-0.6570, 1.2442, 1.9083], [-0.6717, -0.3930, 1.6322], [0.9479, 0.3005, 1.6595], [1.2809, 1.5025, -0.8381], [-0.0635, 0.4416, 1.4335], [-1.4398, 0.5365, -1.1395], [-0.0251, 0.5472, -0.0738], [-0.5894, -2.2462, -0.7483], [1.1944, -0.9510, -2.6711], [0.0232, -0.9823, -1.1627]], "lowdin_charge": [0.10, 0.06, 0.06, 0.23, -0.14, 0.64, -0.83, -0.47, 0.25, 0.10]}



# 2
{"formula": "CH6NOS", "method": "ωB97M-V/def2-TZVPD", "gap_ev": [8.83, 5.81], "charge": 1, "lumo_energy_ev": [-4.435, -9.063], "relative_energy_ev": 1.046, "s2": 2.01, "spin_multiplicity": 3, "homo_energy_ha": [-0.4874, -0.5468], "total_energy_ha": -569.43667, "species": ["H", "C", "O", "S", "H", "H", "H", "H", "N", "H"], "coordinates": [[-0.9334, 1.3134, -1.6611], [0.0615, -0.6646, 1.3332], [2.0354, -2.1873, 0.4242], [0.4504, -2.1176, 0.6067], [-0.6616, 1.3242, -0.0818], [2.5429, -1.4857, 0.8909], [0.6650, 0.0881, 1.7263], [0.5461, 1.2914, -1.2211], [-0.3395, 0.9484, -0.9485], [-0.9113, -0.4639, 1.6090]], "lowdin_charge": [0.05, -0.29, -0.29, 1.14, 0.03, 0.12, 0.04, 0.04, 0.14, 0.02]}



# 3
{"formula": "C41H69NO23", "method": "ωB97M-V/def2-TZVPD", "gap_ev": 7.26, "lumo_energy_ev": -1.947, "relative_energy_ev": 5.230, "homo_energy_ha": -0.3384, "total_energy_ha": -3388.42247, "species": ["C", "H", "H", "H", "H", "H", "H", "O", "C", "H", "H", "O", "C", "H", "H", "C", "O", "C", "C", "H", "H", "H", "C", "C", "H", "H", "H", "H", "O", "O", "H", "H", "H", "H", "H", "O", "C", "O", "C", "C", "C", "C", "C", "H", "C", "C", "O", "C", "H", "C", "C", "H", "C", "H", "H", "C", "H", "O", "H", "H", "H", "H", "O", "H", "H", "H", "H", "H", "H", "O", "H", "H", "C", "O", "H", "C", "H", "C", "O", "O", "H", "H", "C", "H", "O", "O", "O", "N", "H", "C", "O", "H", "H", "H", "H", "C", "H", "H", "C", "H", "H", "C", "H", "H", "H", "H", "C", "C", "C", "H", "H", "C", "C", "H", "C", "O", "C", "C", "H", "O", "H", "C", "H", "H", "H", "O", "H", "C", "O", "C", "H", "H", "O", "C"], "coordinates": [[-6.2080, -0.1936, 7.2720], [10.8894, 9.6367, 4.0025], [-1.3356, -0.3770, -3.2680], [-2.8379, -5.1551, -10.5928], [-4.3443, -9.3228, -4.4681], [-8.4849, -8.4468, -9.8563], [2.5310, -1.4161, 8.0793], [9.6889, 8.6233, 2.7560], [-6.7141, 1.9499, 8.9409], [-6.3724, 6.9849, 0.7696], [8.3360, 7.6561, 4.0436], [4.0713, -1.6922, 6.8023], [2.7619, 7.4707, -9.5751], [0.4922, -10.7145, 6.9372], [-2.0621, -7.0717, -2.8470], [-1.2597, -0.1051, -1.3625], [0.1618, -6.8931, -4.0768], [0.4471, 1.4330, -0.5106], [-5.9567, 7.3835, 1.6950], [-3.7184, -9.9035, -2.9914], [1.2277, 2.1579, -0.6887], [-4.5095, -8.2416, -3.1552], [4.8552, 8.1496, -8.4127], [9.3598, 7.5881, 3.6760], [-6.6018, 6.9008, 2.4292], [-2.0027, 7.1412, 1.7819], [0.1410, 8.4057, 4.4502], [-2.2249, -1.3238, 0.0660], [-4.5649, 7.0810, 1.8586], [0.9706, 1.4258, 1.7460], [-9.0986, -7.4371, -10.9406], [10.4622, 6.1743, 2.4800], [-6.8850, 2.0279, 5.2245], [9.1574, 9.9461, 4.1978], [9.9731, 7.6704, 4.5734], [-5.5628, -1.5350, 9.2556], [-1.4358, -0.6056, -0.1013], [-7.1383, 3.3195, 7.0280], [-3.8287, -8.9856, -3.5689], [3.1594, -2.2457, 7.7556], [-3.7485, 8.1184, 2.4509], [0.2256, 0.9213, 0.7322], [-3.7363, -4.6087, -10.8799], [1.7443, 8.9789, -10.7529], [5.1034, -2.6720, 6.3489], [3.9624, 7.2197, -8.8291], [8.5421, 5.8906, 2.0414], [-0.5010, -10.8914, 6.5245], [-1.0902, -7.1831, -5.7007], [-0.7685, -8.6146, 5.7617], [9.9516, 9.7880, 3.4681], [9.8932, 10.7919, 3.0476], [5.7893, -2.0940, 5.0989], [-4.8701, -6.5867, -9.3390], [7.8836, 7.3781, 0.5797], [-5.4673, -5.8613, -9.8914], [-1.0453, -11.6591, 7.0745], [-1.8664, -0.5528, -2.4876], [-0.7270, -8.8669, 4.7021], [-6.0199, -0.9541, 6.5286], [4.7685, -2.4025, 1.8364], [0.3505, -6.0785, -5.8693], [-6.3359, 0.5604, 10.8778], [6.0401, -1.0496, 5.2844], [0.6160, -7.8049, -5.8582], [-5.5543, -5.0725, -9.1441], [-3.6155, 8.8786, 1.6811], [-4.1880, 8.6075, 3.3201], [-0.4557, -11.3066, 5.5178], [4.0071, 5.9851, -8.2219], [3.3443, 5.3837, -8.5692], [5.6421, 7.8000, -7.7609], [4.8187, 9.4998, -9.0900], [-0.1335, 1.5352, -2.7433], [4.3195, 11.5360, -10.1206], [-8.2262, -8.0844, -10.8513], [-7.2075, -6.6399, -9.0982], [-2.4151, 7.3646, 2.7658], [-4.8865, -5.4194, -11.0734], [-2.4966, -10.3954, 8.3488], [1.0352, 0.7429, 2.4177], [-5.9615, -0.2753, 11.1660], [2.6412, 8.8275, -10.1706], [0.2309, -8.2949, 6.0568], [5.8159, 10.2251, -9.0673], [4.9561, -2.3076, 3.9154], [-2.6525, -8.5404, -4.0929], [-1.1435, -9.6255, 6.6623], [-3.8111, -3.7151, -10.2604], [-0.3149, 7.6754, 3.7816], [-6.9908, -7.4050, -10.9262], [6.1872, -2.9567, 2.4709], [0.3053, -8.8984, -3.6753], [0.3432, 7.5608, 2.9203], [6.0048, -1.2284, 2.3838], [-6.4209, 0.7720, 9.5181], [0.2286, -7.8161, -2.3539], [-6.1426, 8.4559, 1.7537], [-1.7784, -8.1031, -3.0561], [9.5356, 7.1144, 0.5282], [-1.8512, -8.5868, -2.0821], [3.5931, 9.8493, -10.0201], [-1.3206, -7.6835, 5.6334], [5.8346, -2.9837, 7.0947], [8.3672, 5.8228, 0.0965], [9.5425, 5.4984, 3.8294], [-0.2393, 0.9832, -1.6614], [8.6154, 6.6050, 0.8140], [-0.2141, -8.0036, -3.3322], [-0.3821, 6.6927, 4.2484], [-2.3915, -8.3495, 7.7297], [-2.0554, -9.3965, 7.6737], [-6.5862, 0.9963, 6.7203], [-7.5046, -5.4327, -10.4000], [-0.0362, -7.0191, -5.4769], [-6.5909, 1.1242, 5.3607], [9.5104, 6.2162, 3.0097], [-0.6858, -0.2498, 1.0289], [6.7550, -2.5701, 4.9294], [3.5694, 11.0858, -10.5158], [4.6846, -3.6319, 6.0469], [-5.9741, -0.4672, 8.7523], [-3.3998, -4.2804, -11.8633], [3.5099, -2.7623, 8.6491], [-6.9299, 2.6667, 9.7193], [-0.7231, -0.7048, 2.2364], [-2.7425, 6.5387, 3.3974], [5.4733, -2.1481, 2.6280], [1.9218, 6.6603, -9.8188], [-6.7307, 2.2997, 7.5561], [-8.3988, -8.9031, -11.5499], [2.5576, -2.9133, 7.1389], [-1.5299, 8.2233, 3.4218], [-6.9022, -6.2836, -10.0820]], "lowdin_charge": [0.07, 0.09, 0.12, 0.08, 0.09, 0.08, 0.08, -0.18, 0.05, 0.08, 0.13, -0.19, -0.38, 0.10, 0.12, -0.16, -0.20, 0.05, -0.10, 0.09, 0.14, 0.09, 0.09, -0.20, 0.08, 0.13, 0.09, 0.14, -0.21, 0.10, 0.08, 0.12, 0.10, 0.08, 0.12, 0.08, 0.05, 0.12, -0.17, -0.12, -0.17, -0.19, -0.11, 0.12, -0.16, -0.23, -0.17, -0.05, 0.09, -0.10, -0.14, 0.09, -0.17, 0.13, 0.08, -0.24, 0.09, 0.11, 0.09, 0.12, 0.08, 0.09, 0.08, 0.12, 0.09, 0.12, 0.12, 0.12, 0.09, 0.08, 0.11, 0.13, -0.26, 0.12, 0.11, -0.12, 0.12, -0.20, -0.15, -0.06, 0.11, 0.11, 0.09, 0.09, 0.08, -0.19, -0.18, -0.23, 0.09, -0.13, -0.16, 0.08, 0.12, 0.08, 0.09, -0.19, 0.12, 0.08, -0.17, 0.09, 0.11, -0.19, 0.09, 0.12, 0.08, 0.12, -0.35, -0.12, -0.21, 0.09, 0.13, -0.23, -0.20, 0.13, -0.09, 0.09, -0.20, -0.28, 0.11, 0.11, 0.12, -0.26, 0.08, 0.08, 0.14, 0.06, 0.13, -0.14, 0.14, -0.31, 0.09, 0.08, -0.19, -0.21]}